# 1
Formula: C21H46BBr2GaN2O3
Source: the Open Molecules 2025 dataset
Level of theory: ωB97M-V/def2-TZVPD

Last column: Löwdin charge in e.
Cartesian coordinates (Å):
C1 7.29657 -1.48139 2.19427  0.01
C2 7.61591 -0.01508 2.04257  -0.54
O1 7.92443 0.68020 2.97332  0.12
O2 7.54461 0.47412 0.77437  -0.04
C3 6.29595 1.13600 0.45282  -0.15
C4 5.28337 0.19137 -0.19042  -0.18
C5 5.22935 0.28106 -1.72013  -0.21
C6 4.15440 -0.65256 -2.31476  -0.29
C7 2.92093 0.06708 -2.90471  -0.29
Ga1 1.32462 0.18264 -1.66095  0.42
B1 1.52105 1.66741 -0.14550  -0.58
O3 2.70200 2.34560 0.13413  0.07
N1 0.35880 2.09389 0.71600  -0.20
C8 0.56409 1.81498 2.14290  -0.10
C9 0.07277 3.50760 0.47685  -0.13
C10 0.72588 -1.62795 -0.86135  -0.79
Br1 1.43813 -3.12352 -1.90283  0.58
C11 0.98156 -1.75847 0.66045  -0.83
C12 -0.19934 -2.43647 1.35774  -0.18
Br2 2.55397 -2.84043 1.08816  0.64
H1 8.06364 -1.92885 2.83005  0.09
H2 6.32180 -1.57447 2.67909  0.09
H3 7.29586 -1.99209 1.23434  0.08
H4 5.89206 1.56006 1.37673  0.13
H5 6.55441 1.94761 -0.22939  0.12
H6 5.52439 -0.84382 0.06933  0.10
H7 4.28656 0.39557 0.20885  0.10
H8 5.06897 1.31710 -2.04174  0.10
H9 6.21673 -0.01460 -2.09655  0.11
H10 4.62794 -1.23723 -3.11356  0.10
H11 3.87677 -1.37993 -1.54455  0.05
H12 3.17794 1.10480 -3.15805  0.03
H13 2.61831 -0.41294 -3.83823  0.03
H14 0.05492 0.68670 -2.56730  -0.02
H15 3.20715 2.46175 -0.67911  0.08
H16 0.13777 2.61438 2.75855  0.08
H17 1.62441 1.74055 2.41934  0.08
H18 0.07212 0.87866 2.43734  0.06
H19 0.15732 3.72989 -0.59177  0.08
H20 -0.95142 3.75324 0.78540  0.07
H21 0.75642 4.18336 1.01005  0.09
H22 -0.35262 -1.74180 -0.99819  -0.01
H23 1.15803 -0.77489 1.09192  0.04
H24 0.02698 -2.71999 2.38784  0.06
H25 -0.48187 -3.33995 0.80761  0.08
H26 -1.05515 -1.74907 1.37123  0.04
C13 -7.57612 -1.21170 0.57844  -0.10
C14 -6.84247 -0.12533 1.36454  -0.22
C15 -5.79730 0.70851 0.63688  -0.13
N2 -4.56915 0.01369 0.09609  -0.26
C16 -3.54015 1.10541 -0.15590  -0.10
C17 -2.30035 0.61483 -0.86355  -0.19
C18 -2.64158 -0.08269 -2.17122  -0.19
C19 -3.64573 -1.19984 -1.91807  -0.15
C20 -4.88393 -0.68401 -1.20592  -0.11
C21 -4.03862 -0.94363 1.10384  0.03
H27 -6.97179 -2.10804 0.43707  0.06
H28 -8.46366 -1.52251 1.12751  0.08
H29 -7.90017 -0.85327 -0.39966  0.08
H30 -6.41664 -0.54952 2.27537  0.11
H31 -7.58118 0.60338 1.70542  0.12
H32 -5.41634 1.45524 1.33378  0.13
H33 -6.23916 1.23807 -0.20693  0.14
H34 -4.05151 1.86574 -0.74922  0.14
H35 -3.29851 1.52535 0.82061  0.14
H36 -1.64773 1.46860 -1.04423  0.10
H37 -1.72067 -0.04982 -0.21888  0.10
H38 -1.73075 -0.46806 -2.62471  0.07
H39 -3.06304 0.64128 -2.87764  0.13
H40 -3.18102 -2.00411 -1.34082  0.12
H41 -3.96780 -1.64968 -2.85827  0.13
H42 -5.56752 -1.49616 -0.97736  0.11
H43 -5.40219 0.04979 -1.82405  0.14
H44 -4.74479 -1.75983 1.22810  0.11
H45 -3.89996 -0.41321 2.04317  0.12
H46 -3.08866 -1.33859 0.76352  0.08

Calculated values
LUMO level (eV): -0.446
HOMO-LUMO gap (eV): 6.29
Spin multiplicity: 1
Charge: 0



# 2
Formula: C21H46LuNOP3Se
Source: the Open Molecules 2025 dataset
Level of theory: ωB97M-V/def2-TZVPD

Last column: Löwdin charge in e.
Cartesian coordinates (Å):
Lu1 1.52669 -0.78797 0.67557  1.36
P1 -0.47254 -0.07573 2.63551  0.80
P2 -2.15247 0.45206 -1.03792  0.60
P3 0.46726 2.36404 0.39665  0.73
H1 3.58838 -1.86405 -0.60508  0.10
C1 3.59315 -1.05989 0.17133  -0.27
C2 3.39057 -1.41315 1.54669  -0.27
H2 3.20147 -2.46676 1.79719  0.09
C3 0.24783 -1.70678 3.14321  -0.24
C4 -1.95470 -0.05360 3.67502  -0.21
C5 0.73486 0.94973 3.57408  -0.21
C6 -2.61604 1.26013 -2.61738  -0.26
C7 -2.86813 -1.20113 -1.34903  -0.26
C8 -3.44695 1.18099 0.05875  -0.26
C9 2.10545 3.14024 0.70515  -0.26
C10 -0.62593 3.26025 1.59596  -0.25
C11 -0.05651 3.38754 -1.04160  -0.25
H3 4.09310 -0.12072 -0.13385  0.08
H4 3.81897 -0.80936 2.34490  0.08
H5 1.21994 -1.58993 3.63364  0.07
H6 0.32079 -2.44643 2.33554  0.01
H7 -0.44442 -2.09621 3.89298  0.07
H8 -2.85631 -0.39056 3.15263  0.06
H9 -2.12355 0.95964 4.07197  0.08
H10 -1.76441 -0.73012 4.52240  0.07
H11 1.72194 0.46060 3.62443  0.06
H12 0.31854 1.00187 4.59418  0.10
H13 0.89616 1.96604 3.20357  0.02
H14 -3.62525 0.92045 -2.88151  0.07
H15 -1.92343 1.00309 -3.42983  0.03
H16 -2.61176 2.34664 -2.48321  0.05
H17 -3.67630 -1.07466 -2.08000  0.06
H18 -3.27749 -1.60719 -0.41700  0.04
H19 -2.12071 -1.89613 -1.74761  0.03
H20 -4.41008 0.73461 -0.23014  0.07
H21 -3.49374 2.27103 -0.07129  0.05
H22 -3.25410 0.96158 1.11687  0.01
H23 1.97079 4.22924 0.79613  0.07
H24 2.77964 2.91939 -0.13350  0.03
H25 2.55609 2.74339 1.62493  0.04
H26 -0.41254 4.33420 1.51159  0.08
H27 -0.48439 2.95723 2.63661  0.01
H28 -1.67574 3.07223 1.33819  0.04
H29 0.44301 4.36424 -0.98915  0.08
H30 -1.14361 3.53565 -1.05494  0.05
H31 0.23417 2.90527 -1.97673  -0.01
C12 1.50740 1.25222 -3.05750  -0.54
C13 2.81612 1.39910 -2.56920  -0.15
C14 3.50691 2.58164 -2.81317  -0.07
C15 2.98515 3.54671 -3.68742  -0.04
C16 1.78621 3.28191 -4.36145  -0.04
C17 1.10666 2.07242 -4.13744  -0.11
Se1 0.22804 0.05804 -2.10055  0.74
H32 -1.08300 0.20698 1.10095  0.01
H33 3.26754 0.60064 -1.96416  0.07
H34 4.49027 2.74633 -2.35043  0.13
H35 3.53063 4.47608 -3.87051  0.13
H36 1.38519 4.02506 -5.05000  0.13
H37 0.27370 1.75513 -4.76729  0.12
C18 -1.47123 -5.51530 -0.14574  0.02
N1 -1.10924 -4.15018 0.24655  -0.09
C19 -1.80540 -3.58742 1.41012  0.00
C20 -0.05156 -3.55654 -0.26232  -0.42
C21 0.67836 -4.16373 -1.40163  0.05
O1 0.36712 -2.44318 0.25383  -0.30
H38 -2.36469 -5.79054 0.44295  0.11
H39 -0.64950 -6.22687 0.07120  0.13
H40 -1.70147 -5.57561 -1.21745  0.11
H41 -2.07340 -2.53131 1.26657  0.08
H42 -2.71863 -4.16384 1.54860  0.11
H43 -1.21342 -3.67366 2.33015  0.09
H44 -0.04146 -4.56720 -2.11939  0.11
H45 1.28621 -3.39247 -1.87345  0.09
H46 1.32980 -4.95539 -1.01772  0.13

Calculated values
LUMO level (spin up / spin down) (eV): -11.517 / -10.146
HOMO-LUMO gap (spin up / spin down) (eV): 3.75 / 5.44
ΔE to the lowest compared entry with this formula, charge and spin (kJ/mol): 528.5
Spin multiplicity: 1
Charge: +3



# 3
Formula: C21H47Cl24GaNOS
Source: the Open Molecules 2025 dataset
Level of theory: ωB97M-V/def2-TZVPD

Last column: Löwdin charge in e.
Cartesian coordinates (Å):
C1 -5.15093 2.19669 0.03468  -0.11
C2 -3.89775 2.25010 -0.84850  -0.26
C3 -2.81177 3.17619 -0.29976  -0.35
N1 -1.51128 2.91583 -0.90894  -0.12
Ga1 -0.56163 1.29742 -0.33352  0.35
C4 1.15495 1.90568 0.54134  -0.18
C5 -0.41212 0.08726 -1.93964  -0.25
C6 -0.13867 -1.36044 -1.55587  -0.39
C7 1.34453 -1.60361 -1.32554  -0.57
S1 1.75014 -3.31465 -0.85796  0.70
O1 -1.65043 0.30876 0.84665  -0.25
C8 -1.37604 0.33231 2.21104  -0.39
C9 -0.17113 -0.55761 2.59588  -0.10
H1 -5.13720 1.32213 0.68702  0.07
H2 -6.05851 2.19039 -0.57247  0.01
H3 -5.20868 3.08653 0.67167  0.07
H4 -4.18165 2.58608 -1.85185  0.07
H5 -3.47325 1.24784 -0.94833  0.09
H6 -2.81503 3.07976 0.79965  0.10
H7 -3.12376 4.21004 -0.51987  0.10
H8 -0.91206 3.71580 -0.74032  0.03
H9 1.94047 1.14147 0.51042  -0.02
H10 0.99121 2.14017 1.60205  -0.01
H11 1.53679 2.81526 0.07040  -0.03
H12 -1.40825 0.13162 -2.39091  0.00
H13 0.30704 0.45422 -2.67968  0.02
H14 -0.68673 -1.62661 -0.64319  0.09
H15 -0.47888 -2.05134 -2.33891  0.05
H16 1.92094 -1.39170 -2.23001  0.06
H17 1.71759 -0.94730 -0.53546  0.05
H18 0.65262 -3.50476 -0.11928  -0.13
H19 -1.19488 1.35668 2.57513  0.09
H20 -2.26302 -0.02876 2.75184  0.10
H21 0.12301 -1.13639 1.71566  0.06
H22 -0.41947 -1.24702 3.40806  0.05
H23 0.69837 0.02921 2.90766  0.06
C10 2.19567 -2.93189 2.79918  -1.02
Cl1 0.90145 -4.05345 3.24755  0.52
Cl2 3.77876 -3.46078 3.39838  0.51
H24 2.23628 -2.87252 1.71601  -0.04
H25 1.97216 -1.96936 3.24272  0.01
C11 0.32431 -5.92016 6.57609  -1.04
Cl3 -0.32200 -5.39590 8.13833  0.49
Cl4 -0.49888 -7.35942 5.96142  0.49
H26 0.19213 -5.11626 5.86360  -0.02
H27 1.37363 -6.15539 6.70317  0.02
C12 4.52955 1.85692 -2.23032  -1.02
Cl5 4.80060 2.83137 -0.78096  0.49
Cl6 2.83738 1.84983 -2.72691  0.56
H28 5.12335 2.27175 -3.03583  0.02
H29 4.82364 0.83690 -2.01299  0.02
C13 5.81741 -2.70502 6.68168  -1.03
Cl7 5.00123 -2.48172 8.23446  0.50
Cl8 7.25035 -3.73417 6.81826  0.49
H30 5.12344 -3.17271 5.99530  -0.02
H31 6.12946 -1.73433 6.31741  0.03
C14 -9.27364 2.56123 -2.65670  -1.03
Cl9 -8.50838 1.06696 -3.20330  0.50
Cl10 -8.14399 3.64462 -1.84004  0.51
H32 -9.66770 3.07508 -3.52518  0.02
H33 -10.06105 2.30419 -1.95896  0.02
C15 -2.63342 3.19761 -3.84920  -1.02
Cl11 -3.25740 1.72032 -4.61410  0.49
Cl12 -1.50797 4.06280 -4.92138  0.48
H34 -3.47680 3.85140 -3.66076  -0.01
H35 -2.10234 2.92943 -2.92548  -0.01
C16 4.78448 6.19335 2.01204  -1.04
Cl13 4.09681 4.57280 2.08087  0.51
Cl14 6.40281 6.21932 1.28862  0.47
H36 4.13853 6.81517 1.40389  -0.02
H37 4.86370 6.58202 3.01985  0.02
C17 3.26119 -6.48155 -0.51782  -1.03
Cl15 2.57738 -6.26355 1.09193  0.51
Cl16 4.62251 -7.62419 -0.52536  0.51
H38 2.49046 -6.86916 -1.17177  0.03
H39 3.62064 -5.52208 -0.86709  -0.01
C18 3.73326 10.35720 0.62841  -1.02
Cl17 2.37769 9.34222 1.13689  0.52
Cl18 5.23029 9.43429 0.45400  0.52
H40 3.48756 10.79612 -0.33057  0.02
H41 3.88757 11.11893 1.38248  0.02
C19 -6.12291 3.02073 -6.45358  -1.03
Cl19 -7.70585 2.66325 -7.17143  0.48
Cl20 -6.25830 3.87359 -4.91807  0.51
H42 -5.60815 2.08582 -6.26875  -0.01
H43 -5.57032 3.64369 -7.14551  0.03
C20 -3.71659 -2.49815 -4.40071  -1.01
Cl21 -2.21792 -1.57557 -4.34679  0.57
Cl22 -5.04743 -1.65288 -3.59811  0.50
H44 -3.99261 -2.65614 -5.43639  0.02
H45 -3.55784 -3.44196 -3.89287  0.02
C21 5.29220 -11.13350 0.93353  -1.03
Cl23 3.76369 -11.71936 1.59761  0.50
Cl24 6.04758 -12.30682 -0.15692  0.49
H46 5.09540 -10.22743 0.37526  -0.04
H47 5.97239 -10.95076 1.75580  0.02

Calculated values
LUMO level (eV): 1.860
HOMO-LUMO gap (eV): 6.68
Spin multiplicity: 1
Charge: -1



Respective E values: -8260.56622 -5617.63641 -14325.96079 a.u..
Respective largest force on an atom values: 1.03 5.40 0.60 eV Å⁻¹.